*w*
The following is a quantum chemistry calculation of the molecule CH2O2S, from OMol25.

Calculated values
Charge: 0
Highest occupied orbital energy, eV: -10.421
Molar mass, g/mol: 78.1

Last column: natural (NBO) charge in e.
CARTESIAN COORDINATES (ANGSTROEM)
C -0.206 0.334 0.454  -0.3143
O 0.530 -0.498 -1.924  -0.8957
O 0.487 -0.830 0.600  -0.6367
S -0.368 -0.851 -0.806  1.4420
H -0.942 0.477 1.283  0.1925
H 0.499 1.367 0.394  0.2122

---

*x*
The following is a quantum chemistry calculation of the molecule CH2O2S, from OMol25.

Calculated values
Charge: 0
SMILES string: O[C@@H]1OS1
Highest occupied orbital energy, eV: -8.980
Molar mass, g/mol: 78.1

Last column: natural (NBO) charge in e.
CARTESIAN COORDINATES (ANGSTROEM)
O 0.962 0.344 0.103  -0.7800
C -0.270 0.058 0.067  0.2671
O -1.036 -1.134 -0.161  -0.5661
S -1.191 0.128 -1.438  0.3367
H 1.984 0.149 0.347  0.5788
H -0.449 0.454 1.082  0.1636

---

Stability, lowest: *x*